Record 1
Formula: C4H6O2
Source: the Open Molecules 2025 dataset
Level of theory: the ωB97M-V functional and the def2-TZVPD basis

Last column: Mulliken charge in e.
Positions of all 12 atoms, in Å:
1 C 1.23976 0.15982 -0.72253  -1.162
2 C 0.22104 0.61585 0.26660  0.899
3 O -0.20160 1.76004 0.38501  -0.608
4 C -0.32103 -0.46586 1.06987  -0.634
5 C -1.51198 -0.28806 -0.31869  -0.060
6 O -1.37391 -1.01750 -1.25340  -0.399
7 H 0.85212 -0.62846 -1.38246  0.328
8 H 2.06755 -0.27036 -0.15010  0.332
9 H 1.52741 1.04724 -1.26564  0.328
10 H 0.05150 -1.47795 0.91206  0.276
11 H -0.22440 -0.19943 2.15223  0.324
12 H -2.19229 0.58802 -0.36549  0.376

Forces on the atoms, in the same order (eV/Å):
0.374 0.493 -0.251
1.669 0.446 0.185
0.480 -0.416 -0.180
-1.245 -0.103 -0.678
-0.687 -1.344 0.776
-0.066 0.389 1.063
0.110 0.345 0.230
0.080 0.178 -0.206
0.479 -0.020 -0.477
0.143 0.302 -0.322
-1.642 -0.039 -0.834
0.306 -0.230 0.693

## Properties
Total energy ... -8337.7337 eV
Kohn-Sham gap ... 9.747 eV
LUMO level ... 0.05 eV
HOMO level ... -9.699 eV
Total charge ... 0
ΔE to the lowest compared entry with this formula, charge and spin ... 2.7275 eV

Record 2
Formula: C23H36F5Ge2LiO2Se2
Source: the Open Molecules 2025 dataset
Level of theory: the ωB97M-V functional and the def2-TZVPD basis

Last column: Mulliken charge in e.
Positions of all 71 atoms, in Å:
1 Li -1.09280 -0.65168 -1.85046  0.443
2 C -1.54828 1.46004 3.98727  -1.535
3 C -0.59358 1.64557 2.80809  -0.134
4 Ge 0.49915 0.04622 2.48023  0.355
5 C -0.45714 -1.59514 2.97919  0.307
6 C 0.26320 -2.84609 2.48556  -1.294
7 C 2.25036 0.14687 3.41645  -0.422
8 C 3.19479 0.09396 2.45604  -0.422
9 Ge 2.17254 -0.05148 0.72961  -0.057
10 C 2.41294 1.54083 -0.39874  -0.203
11 C 1.98099 2.81995 0.31329  -1.249
12 C 2.65824 -1.70268 -0.21311  -0.344
13 C 3.84543 -1.49518 -1.15272  -1.396
14 C 4.64711 0.11381 2.71716  0.174
15 C 5.19970 -0.53782 3.82354  -0.439
16 C 6.56516 -0.51077 4.06206  -0.668
17 C 7.41390 0.16655 3.19666  -0.317
18 C 6.88132 0.80815 2.08588  -0.786
19 C 5.51684 0.77302 1.84590  0.192
20 H -2.12668 2.36874 4.18168  0.373
21 H -1.01363 1.20751 4.90863  0.422
22 H -2.25781 0.65491 3.78664  0.312
23 H 0.09552 2.47666 2.98021  0.562
24 H -1.13866 1.87045 1.88827  0.089
25 H -1.46105 -1.55349 2.55523  -0.258
26 H -0.56649 -1.60407 4.06886  0.497
27 H 0.25979 -2.87395 1.39437  0.164
28 H -0.22891 -3.75803 2.83440  0.412
29 H 1.30456 -2.87435 2.82218  0.329
30 H 2.51626 0.24322 4.47341  0.376
31 H 1.82590 1.38440 -1.30408  0.316
32 H 3.46266 1.59280 -0.70678  0.469
33 H 0.90651 2.79590 0.50633  0.073
34 H 2.18128 3.70622 -0.29551  0.415
35 H 2.50402 2.94314 1.26770  0.288
36 H 1.79968 -2.04457 -0.79039  0.447
37 H 2.87685 -2.46356 0.54081  0.534
38 H 3.60400 -0.75586 -1.91772  0.226
39 H 4.09472 -2.42022 -1.67816  0.372
40 H 4.73684 -1.15679 -0.61400  0.384
41 H 4.54174 -1.08288 4.48948  0.406
42 H 6.97221 -1.02966 4.92251  0.354
43 H 8.48190 0.18175 3.37794  0.363
44 H 7.53459 1.33146 1.39768  0.372
45 H 5.10330 1.26400 0.97271  0.364
46 O -6.39084 0.73813 -0.77234  -0.538
47 C -5.60938 0.57084 0.41947  -1.406
48 C -4.13764 0.31671 0.08549  2.758
49 C -3.42912 0.11694 1.42316  -1.207
50 O -3.86984 -1.03678 2.13202  -0.662
51 C -4.05337 -0.94394 -0.81091  -1.508
52 Se -2.57024 -2.24727 -0.52482  -0.695
53 C -3.58633 1.58424 -0.58777  -1.603
54 Se -1.67776 1.65322 -1.10455  -0.623
55 H -7.31364 0.64802 -0.52605  0.313
56 H -5.98229 -0.27914 1.00009  0.530
57 H -5.68575 1.47762 1.03702  0.345
58 H -3.61580 0.98138 2.07132  0.656
59 H -2.35717 0.06161 1.22023  -0.136
60 H -3.51380 -1.78112 1.60238  0.314
61 H -4.02724 -0.62719 -1.85310  0.371
62 H -4.97077 -1.52034 -0.68740  0.347
63 H -3.75565 2.42627 0.09243  0.366
64 H -4.17506 1.77709 -1.48409  0.456
65 F 0.89751 -0.47371 -2.39758  0.070
66 C 0.98972 -1.54773 -3.37801  -0.803
67 F -0.40984 -1.77368 -3.58216  -0.359
68 C 1.37838 -0.76694 -4.62532  1.022
69 F 0.61677 0.30804 -4.95578  -0.286
70 F 1.36282 -1.57480 -5.71444  -0.313
71 F 2.64494 -0.29536 -4.50989  -0.274

Forces on the atoms, in the same order (eV/Å):
0.072 -0.083 -0.005
0.018 -0.006 0.004
-0.005 0.029 0.031
-0.044 -0.048 -0.008
-0.019 0.007 -0.018
0.013 -0.005 -0.002
0.037 0.004 -0.027
-0.059 0.028 0.012
0.003 0.022 -0.037
0.039 -0.004 0.013
0.016 -0.012 -0.003
0.013 0.008 -0.010
-0.007 -0.005 -0.006
0.006 -0.032 0.019
0.009 0.011 0.003
0.009 -0.003 0.005
0.015 0.005 -0.012
0.033 0.003 0.005
-0.027 0.006 -0.013
-0.013 -0.001 0.002
0.003 0.009 0.004
0.033 0.001 0.068
-0.004 0.007 0.020
0.018 -0.013 -0.010
0.008 0.003 0.016
0.003 0.007 0.002
0.010 -0.011 -0.001
-0.003 -0.004 0.002
0.003 -0.008 -0.009
0.002 -0.001 0.012
-0.015 0.006 0.004
-0.003 -0.010 -0.017
0.001 0.012 0.007
0.002 0.001 0.000
-0.023 0.013 0.013
-0.015 -0.017 -0.003
0.002 0.005 0.011
0.009 -0.014 0.005
0.015 0.000 0.002
0.007 0.001 0.001
-0.007 0.002 -0.003
-0.004 -0.002 0.001
0.001 0.005 0.001
-0.003 0.000 -0.002
0.001 0.002 -0.006
-0.018 0.028 -0.021
0.018 -0.022 0.050
0.035 -0.014 0.012
-0.047 0.000 -0.003
-0.034 0.054 0.034
0.005 -0.003 -0.019
-0.047 0.078 -0.022
0.003 -0.010 -0.016
-0.005 0.020 0.002
0.000 -0.018 -0.005
-0.001 0.008 0.000
0.003 -0.005 -0.009
-0.013 -0.016 -0.055
-0.002 0.016 -0.007
0.003 -0.039 -0.014
0.008 -0.004 0.002
0.016 -0.006 -0.006
-0.006 -0.007 -0.008
0.008 -0.003 -0.001
-0.041 0.018 0.051
-0.028 -0.015 -0.013
-0.011 0.028 -0.029
0.035 0.017 -0.028
0.019 -0.044 0.000
-0.007 0.031 0.044
-0.042 -0.008 -0.009

## Properties
Total energy ... -286048.3985 eV
Kohn-Sham gap ... 5.340 eV
LUMO level ... 4.18 eV
HOMO level ... -1.161 eV
Total charge ... -2

Record 3
Formula: C49H32IN5Pt
Source: the Open Molecules 2025 dataset
Level of theory: the ωB97M-V functional and the def2-TZVPD basis

Last column: Mulliken charge in e.
Positions of all 88 atoms, in Å:
1 Pt 0.02731 -0.37679 -0.21754  0.939
2 C 4.57804 -5.99998 2.12180  -0.379
3 C 3.20056 -6.00293 2.25989  -0.993
4 C 2.46680 -4.85090 2.02622  -0.469
5 C 3.07945 -3.63824 1.67705  0.970
6 C 4.45844 -3.69535 1.43026  -0.286
7 C 5.19512 -4.84400 1.67030  -1.095
8 C 2.24506 -2.41523 1.45439  0.436
9 C 2.75086 -1.25983 0.82353  0.414
10 C 4.08274 -0.71966 0.92496  -1.444
11 C 4.18001 0.28790 0.03119  -1.111
12 C 2.90649 0.39512 -0.62199  0.213
13 N 2.03675 -0.50064 -0.06303  -0.103
14 C 2.64850 1.22253 -1.71029  1.666
15 C 1.36991 1.52356 -2.16637  0.308
16 C 1.06221 2.45078 -3.22852  -1.380
17 C -0.27652 2.60615 -3.24482  -1.284
18 C -0.81602 1.73234 -2.23460  1.125
19 C -2.17163 1.57569 -1.97060  1.098
20 C -3.13437 2.49054 -2.65419  -0.894
21 C -3.41513 2.36728 -4.01186  0.074
22 C -4.30496 3.23493 -4.62920  -0.780
23 C -4.92446 4.23654 -3.89492  -0.391
24 C -4.65011 4.36564 -2.54043  -0.831
25 C -3.76091 3.49644 -1.92446  -0.046
26 C -2.69397 0.63823 -1.09627  0.596
27 N -1.97846 -0.21284 -0.30263  -0.464
28 C -2.87969 -0.96683 0.39095  0.383
29 C -2.57599 -1.84455 1.42358  1.699
30 C -3.70541 -2.49210 2.15490  -0.739
31 C -4.61872 -1.73000 2.87945  -0.044
32 C -5.67697 -2.33474 3.54218  -0.872
33 C -5.83906 -3.71193 3.48316  -0.403
34 C -4.93318 -4.48037 2.76553  -0.873
35 C -3.87258 -3.87388 2.10824  0.002
36 C -1.28641 -2.15995 1.83110  0.364
37 C -0.96558 -2.97646 2.97382  -1.126
38 C 0.36718 -3.17117 2.95752  -1.618
39 C 0.89359 -2.45275 1.81888  0.111
40 N -0.13083 -1.80716 1.18878  -0.273
41 C -4.21690 -0.62485 -0.03510  -1.461
42 C -4.10332 0.37318 -0.93316  -1.183
43 N 0.20363 1.08075 -1.60414  -0.492
44 C 3.83145 1.75238 -2.44666  -0.660
45 C 4.04194 3.11838 -2.62246  -0.330
46 C 5.15388 3.58097 -3.31047  -0.810
47 C 6.07547 2.68392 -3.83058  -0.393
48 C 5.88197 1.32070 -3.65122  -0.895
49 C 4.76960 0.85999 -2.96281  -0.120
50 H 5.15486 -6.89451 2.31631  0.389
51 H 2.68313 -6.91353 2.53352  0.382
52 H 1.39151 -4.91153 2.07927  0.563
53 H 4.97155 -2.85095 1.01116  0.507
54 H 6.26193 -4.83518 1.48683  0.394
55 H 4.81934 -1.00304 1.65505  0.775
56 H 5.02409 0.93484 -0.14442  0.705
57 H 1.78510 2.92867 -3.86573  0.586
58 H -0.86104 3.25059 -3.87901  0.493
59 H -2.93473 1.58115 -4.58182  0.488
60 H -4.51557 3.12695 -5.68543  0.384
61 H -5.61956 4.91255 -4.37555  0.383
62 H -5.12635 5.14680 -1.96199  0.387
63 H -3.53889 3.59942 -0.86896  0.573
64 H -4.48618 -0.65603 2.93168  0.424
65 H -6.37233 -1.72984 4.10981  0.385
66 H -6.66665 -4.18463 3.99584  0.384
67 H -5.05297 -5.55497 2.71657  0.384
68 H -3.16859 -4.47098 1.54162  0.475
69 H -1.67531 -3.32714 3.70426  0.612
70 H 0.96765 -3.68247 3.69022  0.820
71 H -5.11777 -1.11046 0.30025  0.563
72 H -4.89179 0.88279 -1.46147  0.486
73 H 3.34425 3.82428 -2.18898  0.608
74 H 5.30636 4.64587 -3.43085  0.386
75 H 6.94080 3.04483 -4.37103  0.387
76 H 6.60008 0.61237 -4.04348  0.397
77 H 4.61440 -0.20315 -2.82586  0.522
78 I 2.28900 5.44743 1.55680  0.078
79 C 0.85473 3.97781 1.90028  -0.484
80 C -0.39638 4.30095 2.39611  -0.188
81 C -1.29700 3.26909 2.61681  -0.951
82 C -0.90889 1.97164 2.32104  -0.035
83 N 0.28859 1.66791 1.83041  -0.071
84 C 1.15793 2.65000 1.62974  0.070
85 H -0.66165 5.32726 2.61078  0.409
86 H -2.28477 3.47215 3.00855  0.437
87 H -1.58311 1.13491 2.47828  0.430
88 H 2.12844 2.36735 1.23405  0.304

Forces on the atoms, in the same order (eV/Å):
0.003 -0.355 -0.375
0.025 -0.006 -0.032
-0.034 0.025 0.012
0.009 -0.129 -0.074
-0.013 0.260 0.227
-0.017 -0.007 0.070
-0.017 0.016 -0.004
0.018 0.038 0.110
0.123 -0.128 -0.510
-0.034 -0.184 0.005
0.003 0.053 -0.075
0.170 -0.133 -0.041
-0.070 0.227 0.380
-0.014 -0.023 -0.029
-0.070 0.122 -0.112
0.137 -0.103 0.061
-0.127 0.010 0.112
0.124 0.069 -0.037
-0.105 0.041 -0.047
0.051 -0.036 -0.071
-0.009 -0.029 0.004
0.001 -0.001 0.009
0.007 -0.007 0.019
0.002 -0.021 -0.012
-0.008 0.042 -0.008
-0.120 -0.081 -0.002
0.006 -0.038 0.019
-0.099 0.213 -0.024
-0.007 -0.134 0.200
-0.017 0.043 -0.101
0.029 -0.003 0.064
0.020 -0.011 0.001
0.009 0.006 -0.003
0.014 0.013 0.020
-0.030 -0.010 -0.020
-0.003 -0.063 -0.025
-0.063 0.002 -0.015
-0.012 0.088 0.002
-0.163 -0.287 -0.176
0.046 0.256 0.314
0.049 -0.103 0.036
0.080 0.102 -0.010
0.001 -0.064 -0.079
-0.025 0.165 0.121
0.026 0.050 0.096
0.009 0.002 0.008
-0.018 -0.052 -0.015
-0.003 0.026 0.027
-0.015 -0.008 -0.055
0.002 -0.004 -0.019
-0.010 0.005 0.008
0.105 -0.106 -0.062
0.069 0.093 0.013
-0.002 0.011 -0.012
0.023 -0.074 -0.006
-0.017 -0.001 -0.014
0.023 0.005 -0.004
0.000 -0.007 -0.018
0.003 0.004 -0.002
-0.005 -0.005 0.000
0.004 0.005 -0.004
-0.004 0.001 0.001
-0.003 -0.009 0.002
-0.016 0.002 -0.018
-0.007 0.002 -0.007
0.000 0.000 0.004
-0.001 -0.002 -0.011
0.000 0.000 0.000
-0.009 0.013 -0.006
-0.047 0.039 0.011
0.010 0.026 0.053
0.009 -0.002 -0.018
-0.033 -0.006 -0.015
-0.007 0.001 0.003
0.010 -0.002 0.011
-0.005 0.002 -0.024
0.007 0.005 -0.008
0.019 0.027 -0.035
0.005 -0.011 -0.039
-0.022 -0.033 0.030
-0.017 0.028 -0.035
0.001 0.012 -0.035
0.090 0.122 0.353
-0.038 -0.009 -0.031
0.006 0.004 -0.001
0.002 -0.006 0.008
-0.018 0.012 -0.033
-0.001 0.006 -0.005

## Properties
Total energy ... -70132.0988 eV
Kohn-Sham gap (spin up / spin down) ... 5.621 / 5.621 eV
LUMO level (spin up / spin down) ... -1.16 / -1.16 eV
HOMO level (spin up / spin down) ... -6.782 / -6.783 eV
Total charge ... 0
ΔE to the lowest compared entry with this formula, charge and spin ... 0.6934 eV

Record 4
Formula: C4H4ClNO
Source: the Open Molecules 2025 dataset
Level of theory: the ωB97M-V functional and the def2-TZVPD basis

Last column: Mulliken charge in e.
Positions of all 11 atoms, in Å:
1 C 2.52831 -0.90220 -0.01525  -0.825
2 C 0.45090 0.23436 -0.00480  0.693
3 C -0.24253 -0.89710 0.03256  -0.302
4 C -0.18247 1.53943 0.00979  -0.063
5 H 3.58265 -0.61562 0.00693  0.257
6 H 2.41514 -1.49401 0.90970  0.356
7 H 2.40100 -1.55166 -0.86670  0.356
8 H 0.12367 -1.91368 -0.01453  0.393
9 N -0.65112 2.61870 -0.00445  -0.386
10 O 1.81013 0.33279 -0.00432  -0.310
11 Cl -1.98652 -0.89795 -0.00609  -0.169

Forces on the atoms, in the same order (eV/Å):
1.286 0.219 1.143
0.494 0.305 0.274
-1.178 -0.488 -0.355
-1.102 2.734 -0.153
-0.168 0.152 -0.197
-0.549 0.299 -0.238
-0.611 0.094 -0.519
0.414 0.351 0.123
1.306 -3.131 0.078
-0.307 -0.688 -0.244
0.415 0.152 0.088

## Properties
Total energy ... -20271.0478 eV
Kohn-Sham gap ... 10.129 eV
LUMO level ... 0.51 eV
HOMO level ... -9.617 eV
Total charge ... 0
ΔE to the lowest compared entry with this formula, charge and spin ... 1.4699 eV
SMILES string ... CO/C(C#N)=C/Cl

Record 5
Formula: C5H12
Source: the Open Molecules 2025 dataset
Level of theory: the ωB97M-V functional and the def2-TZVPD basis

Last column: Mulliken charge in e.
Positions of all 17 atoms, in Å:
1 C 2.01901 -0.09041 -0.16782  -1.060
2 C 0.68956 -0.66240 0.31051  -0.585
3 C -0.53719 -0.07690 -0.42076  0.503
4 C -1.75281 -0.84848 -0.02223  -1.286
5 C -0.65750 1.38283 0.08417  -1.356
6 H 2.89624 -0.41808 0.53240  0.314
7 H 2.15891 1.05718 -0.05053  0.256
8 H 2.30995 -0.44491 -1.25318  0.252
9 H 0.73984 -1.72342 0.14330  0.344
10 H 0.63704 -0.51138 1.40764  0.329
11 H -0.34239 -0.08620 -1.49419  0.301
12 H -1.71882 -0.96249 1.09234  0.278
13 H -1.79155 -1.80689 -0.57675  0.345
14 H -2.60372 -0.15813 -0.27092  0.361
15 H -1.62244 1.91504 -0.19822  0.350
16 H -0.57586 1.41285 1.16587  0.317
17 H 0.15173 2.02178 -0.28163  0.337

Forces on the atoms, in the same order (eV/Å):
2.909 0.651 -0.057
0.658 0.612 -0.309
1.350 1.115 1.386
-0.964 0.599 0.029
-0.817 0.781 -0.863
-1.521 0.062 -1.290
-0.725 -1.798 -0.638
-0.638 0.915 2.066
-0.108 -0.679 -0.011
-0.362 -0.008 -0.515
-0.162 -0.062 -0.073
-0.289 -0.280 -0.950
-0.321 0.404 0.627
0.216 -1.215 0.195
1.019 -0.835 0.213
-0.174 -0.108 0.281
-0.070 -0.155 -0.090

## Properties
Total energy ... -5379.1927 eV
Kohn-Sham gap ... 11.995 eV
LUMO level ... 1.24 eV
HOMO level ... -10.758 eV
Total charge ... 0
ΔE to the lowest compared entry with this formula, charge and spin ... 0.7471 eV
SMILES string ... CCC(C)C

Q: Among the records above, which one has the lowest total energy?
A: C23H36F5Ge2LiO2Se2

Q: Among the records above, which one has the highest total energy?
A: C5H12